[1]
Molecular formula: C33H45N5RuS
Method: DFT, ωB97M-V with the def2-TZVPD basis set

Cartesian coordinates (Å):
Ru  0.74  -0.34  0.10
N  1.28  -2.78  3.40
N  -0.23  -2.88  -2.01
C  1.52  1.90  -0.32
C  2.59  0.97  -0.02
C  2.45  0.62  1.36
C  3.35  -0.27  2.17
H  4.10  -0.73  1.53
H  2.74  -1.12  2.62
H  3.86  0.29  2.96
C  1.28  1.25  1.88
C  0.83  1.11  3.29
H  1.48  1.71  3.95
H  0.89  0.07  3.64
H  -0.19  1.46  3.42
C  0.73  2.07  0.86
C  -0.39  3.02  1.05
H  -1.14  2.61  1.73
H  -0.88  3.25  0.10
H  -0.02  3.97  1.48
C  3.72  0.59  -0.91
H  4.61  1.22  -0.79
H  3.41  0.65  -1.96
H  4.02  -0.44  -0.71
C  1.39  2.71  -1.56
H  0.33  2.88  -1.78
H  1.82  2.17  -2.41
H  1.88  3.69  -1.49
C  0.76  -3.75  4.13
H  1.20  -3.86  5.12
C  -0.31  -4.53  3.66
H  -0.77  -5.24  4.37
C  -0.80  -4.33  2.36
H  -1.60  -4.98  1.99
C  -0.20  -3.37  1.55
H  -0.41  -3.30  0.47
C  0.81  -2.60  2.18
C  1.60  -1.49  1.56
H  2.31  -1.99  0.85
C  0.20  -1.58  -1.72
C  0.80  -3.34  -2.82
H  1.31  -4.31  -2.81
C  1.04  -2.30  -3.69
H  1.32  -2.31  -4.72
N  0.69  -1.13  -3.01
C  0.52  0.12  -3.64
C  1.48  0.46  -4.62
C  1.24  1.53  -5.50
H  1.98  1.78  -6.26
C  0.07  2.28  -5.43
C  -0.16  3.43  -6.39
H  -0.71  4.25  -5.89
H  -0.74  3.12  -7.27
H  0.81  3.82  -6.74
C  -0.89  1.93  -4.47
H  -1.81  2.53  -4.43
C  -0.70  0.84  -3.59
C  -1.83  0.50  -2.68
H  -2.00  -0.58  -2.63
H  -2.77  0.96  -3.02
H  -1.64  0.85  -1.66
C  2.75  -0.28  -4.75
H  2.63  -1.25  -5.25
H  3.21  -0.47  -3.78
H  3.46  0.28  -5.37
C  -3.47  1.80  1.38
N  -3.01  1.06  2.56
C  -3.76  1.42  3.77
C  -2.52  -0.19  2.42
S  -1.88  -0.70  0.90
N  -2.62  -1.04  3.52
C  -3.28  -2.35  3.36
C  -1.57  -0.97  4.54
H  -4.51  1.52  1.12
H  -2.83  1.59  0.52
H  -3.45  2.87  1.62
H  -4.84  1.22  3.63
H  -3.39  0.83  4.61
H  -3.62  2.49  3.95
H  -3.21  -2.68  2.32
H  -2.80  -3.08  4.03
H  -4.34  -2.25  3.63
H  -0.62  -1.38  4.16
H  -1.42  0.07  4.85
H  -1.89  -1.56  5.41

Spin multiplicity: 6
Expectation value of S²: 8.788
Net charge: -1
Lowest unoccupied orbital energy (spin up / spin down), eV: 2.7 / 2.6
HOMO energy (spin up / spin down), Ha: -0.038 / -0.143
Kohn-Sham gap (spin up / spin down), eV: 3.705 / 6.457


[2]
Molecular formula: C33H46BrCrN3P2Se
Method: DFT, ωB97M-V with the def2-TZVPD basis set

Cartesian coordinates (Å):
C  -1.55  -3.79  -6.14
C  -1.41  -2.40  -5.91
C  -1.39  -1.59  -7.07
C  -1.49  -2.14  -8.33
N  -1.64  -3.46  -8.53
C  -1.65  -4.26  -7.47
C  -1.21  -1.79  -4.62
C  -0.29  -1.39  -3.77
C  0.74  -0.90  -2.95
C  0.29  0.11  -2.06
C  0.88  0.24  -0.82
C  2.13  -0.35  -0.52
C  2.77  -1.06  -1.54
C  2.08  -1.34  -2.73
Cr  -1.86  -0.05  -3.65
P  -2.18  -0.08  1.05
H  -1.32  -0.50  -6.99
H  -1.59  -4.52  -5.35
H  -1.48  -1.51  -9.22
H  -1.77  -5.32  -7.67
H  2.56  -1.86  -3.54
H  -0.69  0.63  -2.21
H  3.80  -1.38  -1.39
H  0.35  0.74  -0.01
C  -1.14  0.52  2.50
C  -1.52  1.85  3.14
H  -0.10  0.52  2.14
H  -1.18  -0.30  3.23
H  -0.92  1.98  4.05
H  -1.33  2.69  2.47
H  -2.57  1.88  3.46
C  -2.92  1.49  0.40
C  -3.84  1.26  -0.80
H  -2.10  2.18  0.12
H  -3.47  1.96  1.23
H  -4.23  2.22  -1.15
H  -3.30  0.79  -1.64
H  -4.69  0.62  -0.56
C  -3.65  -0.82  1.89
C  -4.54  0.08  2.75
H  -3.25  -1.66  2.47
H  -4.25  -1.27  1.07
H  -5.44  -0.48  3.03
H  -4.04  0.38  3.68
H  -4.88  0.98  2.22
Br  2.80  -0.09  1.17
P  1.57  3.74  -1.26
C  0.15  3.45  -0.13
C  -0.33  4.80  0.44
H  0.48  2.77  0.67
H  -0.63  2.98  -0.74
H  -1.36  4.71  0.81
H  0.29  5.16  1.28
H  -0.29  5.57  -0.34
C  3.01  3.00  -0.39
C  4.36  3.69  -0.53
H  3.06  1.97  -0.78
H  2.73  2.94  0.68
H  5.08  3.22  0.15
H  4.75  3.57  -1.55
H  4.33  4.77  -0.30
C  1.44  2.93  -2.87
C  1.59  4.02  -3.93
H  0.47  2.42  -2.92
H  2.25  2.19  -2.94
H  1.61  3.59  -4.94
H  0.76  4.74  -3.89
H  2.52  4.57  -3.77
C  -1.03  -2.58  4.93
N  0.28  -2.75  4.32
C  0.53  -2.79  2.97
Se  -0.67  -2.75  1.59
N  1.89  -3.01  2.88
C  2.47  -3.12  4.14
C  3.73  -3.57  4.53
C  3.92  -3.81  5.89
C  2.88  -3.63  6.83
C  1.61  -3.21  6.42
C  1.45  -2.95  5.05
H  -1.06  -3.17  5.86
H  -1.81  -2.94  4.24
H  -1.20  -1.52  5.18
H  2.38  -3.06  2.00
H  4.49  -3.72  3.76
H  4.89  -4.15  6.25
H  3.08  -3.83  7.88
H  0.78  -3.06  7.09

Spin multiplicity: 5
Expectation value of S²: 6.129
Net charge: +2
Lowest unoccupied orbital energy (spin up / spin down), eV: -6.5 / -8.2
HOMO energy (spin up / spin down), Ha: -0.432 / -0.432
Kohn-Sham gap (spin up / spin down), eV: 5.221 / 3.601


[3]
Molecular formula: C33H46CrN6O4S2
Method: DFT, ωB97M-V with the def2-TZVPD basis set

Cartesian coordinates (Å):
Cr  -1.16  -0.06  -0.22
C  5.17  2.29  -1.96
O  4.76  0.92  -1.89
C  5.71  -0.02  -2.00
C  7.08  0.22  -2.07
C  7.97  -0.84  -2.22
C  7.52  -2.15  -2.31
C  6.17  -2.40  -2.23
C  5.28  -1.35  -2.05
N  3.87  -1.66  -2.04
C  2.91  -1.26  -1.27
C  2.98  -0.51  -0.05
C  4.16  -0.40  0.71
C  4.20  0.37  1.85
C  3.06  1.08  2.22
C  1.88  0.97  1.51
C  1.81  0.14  0.40
O  0.66  -0.03  -0.29
H  4.26  2.88  -1.95
H  5.72  2.48  -2.89
H  5.79  2.55  -1.10
H  7.45  1.23  -2.02
H  9.03  -0.62  -2.27
H  8.22  -2.96  -2.44
H  5.79  -3.42  -2.29
H  3.60  -2.28  -2.80
H  1.92  -1.57  -1.60
H  5.05  -0.94  0.40
H  5.10  0.43  2.44
H  3.10  1.74  3.08
H  1.01  1.54  1.80
C  -2.86  -1.36  4.30
C  -1.55  -0.61  4.49
N  -1.57  0.76  3.98
C  -1.86  1.84  4.96
C  -3.34  2.13  5.10
C  -1.43  1.01  2.68
C  -1.40  2.44  2.22
N  -1.27  0.05  1.79
H  -2.72  -2.42  4.50
H  -3.23  -1.26  3.28
H  -3.63  -0.99  4.97
H  -0.70  -1.14  4.04
H  -1.31  -0.55  5.55
H  -1.31  2.73  4.68
H  -1.45  1.50  5.91
H  -3.79  2.44  4.15
H  -3.49  2.94  5.81
H  -3.89  1.26  5.46
H  -0.65  3.00  2.77
H  -2.36  2.93  2.40
H  -1.17  2.50  1.17
H  -1.25  -0.87  2.22
O  -2.53  -1.55  -0.20
S  -2.38  -2.93  0.52
C  -3.67  -3.99  -0.19
C  -2.99  -4.93  -1.18
C  -1.58  -5.17  -0.64
C  -1.03  -3.79  -0.33
H  -4.41  -3.32  -0.62
H  -4.11  -4.52  0.65
H  -2.95  -4.48  -2.17
H  -3.56  -5.86  -1.27
H  -0.94  -5.69  -1.35
H  -1.62  -5.78  0.26
H  -0.87  -3.20  -1.25
H  -0.14  -3.77  0.29
C  -1.39  0.02  -4.56
C  -1.87  -0.29  -3.17
N  -3.15  -0.56  -3.00
O  -1.05  -0.29  -2.22
H  -2.04  0.76  -5.03
H  -1.41  -0.88  -5.16
H  -0.37  0.40  -4.51
H  -3.79  -0.54  -3.78
H  -3.49  -0.82  -2.09
N  -4.35  0.57  0.79
C  -3.79  1.49  -0.01
N  -2.58  1.37  -0.51
C  -2.23  2.52  -1.26
C  -1.00  2.76  -1.88
C  -0.84  3.96  -2.55
C  -1.86  4.91  -2.61
C  -3.07  4.68  -1.98
C  -3.23  3.48  -1.31
S  -4.63  2.94  -0.41
H  -3.91  -0.34  0.85
H  -5.33  0.64  1.03
H  -0.20  2.04  -1.84
H  0.11  4.17  -3.04
H  -1.70  5.84  -3.14
H  -3.86  5.42  -2.02

Spin multiplicity: 4
Expectation value of S²: 3.779
Net charge: +3
Lowest unoccupied orbital energy (spin up / spin down), eV: -8.5 / -7.8
HOMO energy (spin up / spin down), Ha: -0.553 / -0.553
Kohn-Sham gap (spin up / spin down), eV: 6.515 / 7.225